Formula: C4H6ClNS
Source: the OMol25 dataset
Level of theory: the ωB97M-V functional and the def2-TZVPD basis

Positions of all 13 atoms, in Å:
C: -0.33 -1.38 0.51
C: -0.27 0.89 2.30
C: -0.03 0.00 -2.43
C: 0.28 -0.15 0.51
N: -0.77 -2.44 0.64
S: -0.05 1.02 -0.89
Cl: 2.03 -0.26 0.71
H: 0.26 0.07 2.80
H: -1.33 0.96 2.34
H: 0.27 1.83 1.94
H: 1.06 -0.24 -2.62
H: -0.44 0.61 -3.30
H: -0.67 -0.92 -2.52

Its gap between HOMO and LUMO is 9.12 eV. The calculation puts the energy relative to the best compared isomer or geometry (same formula, charge and spin) at 64.4 kcal per mole. The total energy is -29089.95210 eV. As for the HOMO energy: -9.2 eV. The maximum force is 5.3 eV/Å.

***

Formula: CBrFN4
Source: the OMol25 dataset
Level of theory: the ωB97M-V functional and the def2-TZVPD basis

Positions of all 7 atoms, in Å:
C: -0.76 0.57 -0.03
N: 0.21 -0.47 -1.24
N: -0.01 0.18 1.07
N: 0.93 -1.05 -0.52
N: 0.84 -0.65 0.92
F: -0.87 1.86 -0.27
Br: -2.50 -0.29 0.02

Its gap between HOMO and LUMO is 8.84 eV. The calculation puts the energy relative to the best compared isomer or geometry (same formula, charge and spin) at 12.2 kcal per mole. The total energy is -79753.37726 eV. As for the HOMO energy: -10.3 eV. The maximum force is 2.6 eV/Å.

***

Formula: C45H45CsN9O2P2S2
Source: the OMol25 dataset
Level of theory: the ωB97M-V functional and the def2-TZVPD basis

Positions of all 106 atoms, in Å:
Cs: -0.38 -1.61 0.94
N: 4.60 -0.94 1.69
C: 3.28 -1.26 1.76
N: 2.78 -2.41 1.47
C: 3.61 -3.41 0.98
N: 3.13 -4.49 0.50
N: 1.77 -4.49 0.33
C: 1.13 -5.48 0.77
C: -0.33 -5.60 0.57
C: -0.99 -6.74 1.02
C: -2.36 -6.85 0.81
C: -3.02 -5.82 0.16
C: -2.27 -4.72 -0.25
N: -0.97 -4.60 -0.04
C: 5.07 -3.19 1.01
C: 5.99 -4.18 0.68
C: 7.34 -3.90 0.67
C: 7.79 -2.62 0.99
C: 6.90 -1.63 1.33
C: 5.53 -1.91 1.34
H: 4.87 0.02 1.82
H: 2.63 -0.45 2.08
H: 1.63 -6.29 1.31
H: -0.44 -7.52 1.52
H: -2.90 -7.72 1.15
H: -4.08 -5.86 -0.03
H: -2.75 -3.88 -0.75
H: 5.61 -5.16 0.42
H: 8.05 -4.68 0.41
H: 8.85 -2.41 0.98
H: 7.24 -0.63 1.58
S: 1.29 1.55 1.80
P: 0.76 1.78 -0.18
C: -0.24 0.68 -0.83
P: -0.50 0.15 -2.38
S: -0.04 -1.72 -2.85
C: 0.26 1.30 -3.62
C: 1.42 0.92 -4.29
C: 2.10 1.84 -5.09
C: 1.61 3.13 -5.24
C: 0.45 3.51 -4.58
C: -0.22 2.60 -3.77
C: -2.29 0.36 -2.77
C: -2.75 0.23 -4.08
C: -4.10 0.35 -4.36
C: -5.01 0.60 -3.33
C: -4.56 0.72 -2.03
C: -3.20 0.60 -1.75
C: 0.12 3.52 -0.14
C: -1.14 3.74 -0.70
C: -1.75 4.99 -0.61
C: -1.10 6.03 0.04
C: 0.16 5.82 0.59
C: 0.76 4.57 0.51
C: 2.38 1.92 -1.06
C: 2.89 3.07 -1.65
C: 4.10 3.03 -2.33
C: 4.82 1.85 -2.42
C: 4.30 0.69 -1.85
C: 3.09 0.72 -1.19
H: 1.78 -0.09 -4.17
H: 3.01 1.54 -5.59
H: 2.14 3.84 -5.86
H: 0.06 4.51 -4.68
H: -1.12 2.90 -3.25
H: -2.04 0.02 -4.87
H: -4.45 0.26 -5.38
H: -6.07 0.69 -3.55
H: -5.26 0.90 -1.22
H: -2.81 0.70 -0.74
H: -1.62 2.90 -1.19
H: -2.73 5.15 -1.05
H: -1.57 7.00 0.11
H: 0.66 6.63 1.10
H: 1.72 4.40 0.98
H: 2.34 4.00 -1.61
H: 4.48 3.93 -2.80
H: 5.76 1.82 -2.96
H: 4.83 -0.25 -1.95
H: 2.65 -0.19 -0.80
N: -3.68 -1.75 1.05
C: -3.56 -0.82 2.18
C: -4.92 -0.48 2.79
C: -4.91 0.47 3.98
C: -4.17 1.80 3.73
N: -2.86 1.81 4.39
C: -1.68 2.02 3.82
N: -0.61 1.51 4.47
N: -1.51 2.74 2.72
C: -2.61 -1.49 3.21
O: -2.84 -2.67 3.49
O: -1.67 -0.76 3.63
H: -4.47 -1.53 0.46
H: -3.80 -2.68 1.44
H: -3.08 0.10 1.83
H: -5.39 -1.42 3.09
H: -5.56 -0.05 2.00
H: -4.45 -0.04 4.83
H: -5.94 0.69 4.27
H: -4.75 2.65 4.10
H: -4.02 1.94 2.66
H: -2.79 1.25 5.22
H: -0.77 0.49 4.56
H: 0.25 1.65 3.95
H: -2.27 3.21 2.26
H: -0.62 2.60 2.22

Its gap between HOMO and LUMO is 5.73 eV. Its total charge is -1. The calculation puts the energy relative to the best compared isomer or geometry (same formula, charge and spin) at 14.1 kcal per mole. The total energy is -105701.94617 eV. As for the HOMO energy: -3.8 eV. The maximum force is 0.7 eV/Å.